Version w
C23H27F7N2O25 | the ωB97M-V functional and the def2-TZVPD basis

Properties
HOMO level: -11.115 eV

Positions of all 84 atoms, in Å:
1 O 8.34419 8.68129 10.26138
2 C 8.79919 8.12189 11.17352
3 O 8.88587 6.82863 11.25158
4 C 9.49768 6.49634 12.51753
5 C 10.07441 7.81090 13.06420
6 F 11.42861 7.91646 12.92178
7 O 9.40347 8.72018 12.22536
8 H 8.75069 6.13444 13.15772
9 H 10.26136 5.74818 12.28220
10 H 9.80698 8.10218 14.07989
11 O 5.37938 13.56609 13.36430
12 C 6.53679 13.31274 13.58105
13 O 7.38662 14.04559 14.29263
14 C 8.72543 13.78366 13.86039
15 C 8.54023 12.29796 13.41220
16 F 8.88112 11.36863 14.40951
17 O 7.22708 12.24528 13.06197
18 H 9.05755 14.34691 13.00101
19 H 9.43731 13.91762 14.66699
20 H 9.08728 12.04014 12.47052
21 O 20.67652 10.27949 11.24022
22 C 20.05179 10.39898 10.22737
23 O 20.54381 10.81633 9.03425
24 C 19.48453 11.01953 8.11598
25 C 18.28587 10.42235 8.79972
26 F 17.87577 9.14139 8.38512
27 O 18.64960 10.32475 10.06337
28 H 19.43330 12.10896 7.97207
29 H 19.80857 10.60644 7.16566
30 H 17.43943 11.12240 8.69907
31 O 9.91555 14.33340 10.77761
32 C 9.81738 14.44672 9.58178
33 O 8.66635 14.30824 8.93458
34 C 8.91490 14.32656 7.51712
35 C 10.29619 14.86257 7.39129
36 F 10.25122 16.13012 6.90791
37 O 10.78156 14.79829 8.71869
38 H 8.84647 13.26004 7.18862
39 H 8.21769 14.96907 6.98495
40 H 11.01071 14.30712 6.76809
41 O 18.00676 12.80518 6.29375
42 C 16.86264 13.00309 5.96912
43 O 15.85201 12.15409 5.95486
44 C 14.61275 12.80520 5.61224
45 C 14.96303 14.26036 5.46285
46 F 14.31654 14.99715 6.35909
47 O 16.39341 14.31278 5.67284
48 H 14.17782 12.44150 4.64991
49 H 13.85788 12.69370 6.39336
50 H 14.87037 14.72525 4.53218
51 O 8.74548 8.59897 5.72975
52 C 8.18033 9.15270 6.60225
53 O 8.60096 10.25525 7.21009
54 C 7.52135 10.73006 8.03074
55 C 6.57820 9.53176 8.15980
56 F 5.29026 9.93109 7.95441
57 O 6.98285 8.68969 7.05991
58 H 8.01813 11.19257 8.90989
59 H 7.01648 11.48228 7.45447
60 H 6.67680 8.95043 9.07189
61 O 13.57128 9.69974 11.70119
62 C 14.25423 8.72991 11.61537
63 O 14.63910 7.95418 12.62554
64 C 15.81093 7.19126 12.20107
65 C 15.60092 7.15240 10.75583
66 F 14.96945 6.04957 10.26895
67 O 14.83099 8.31181 10.46994
68 H 16.79078 7.64769 12.40719
69 H 15.82512 6.16617 12.64977
70 H 16.49647 7.23955 10.18340
71 C 11.35864 9.82822 8.28359
72 N 10.87987 11.27649 8.26186
73 O 11.22610 11.93759 7.32678
74 O 10.07338 11.62202 9.07987
75 H 10.57289 9.31568 8.80374
76 H 12.30188 9.82451 8.78329
77 H 11.53958 9.54382 7.24774
78 C 14.39051 13.52706 10.89954
79 N 14.47941 12.21264 10.25026
80 O 13.75759 12.09076 9.26396
81 O 15.43124 11.49271 10.49137
82 H 13.83137 13.31468 11.79183
83 H 14.06300 14.29661 10.25787
84 H 15.39032 13.77235 11.20190


Version x
C23H27F7N2O25 | the ωB97M-V functional and the def2-TZVPD basis

Properties
HOMO level: -10.729 eV

Positions of all 84 atoms, in Å:
1 O 3.43751 -1.11179 -1.73689
2 C 3.27541 -2.08366 -2.43230
3 O 3.50706 -2.17180 -3.79816
4 C 3.05578 -3.48140 -4.14188
5 C 2.50761 -4.04731 -2.88918
6 F 3.18609 -5.13359 -2.45820
7 O 2.58777 -3.09079 -1.96878
8 H 2.24141 -3.32630 -4.84994
9 H 3.80974 -4.07048 -4.66363
10 H 1.47659 -4.31978 -3.11640
11 O -7.11198 4.24581 -0.72002
12 C -6.84412 3.60305 0.26568
13 O -6.08267 2.50742 0.34804
14 C -5.94865 2.03258 1.62257
15 C -6.45774 3.23695 2.44739
16 F -5.44223 3.99698 2.74535
17 O -7.24559 3.86160 1.44019
18 H -6.63283 1.20145 1.79575
19 H -4.96164 1.80943 2.02720
20 H -7.08573 3.11228 3.32909
21 O -3.63764 -2.23627 5.84037
22 C -2.83655 -2.52378 4.90557
23 O -1.83729 -3.46327 4.97435
24 C -0.82529 -3.04718 4.05584
25 C -1.73879 -2.50994 2.97128
26 F -2.25339 -3.65626 2.38705
27 O -2.71934 -1.85715 3.77852
28 H -0.19652 -2.36276 4.62552
29 H -0.22683 -3.86214 3.65017
30 H -1.27081 -1.87195 2.22310
31 O -1.77549 5.49662 1.87589
32 C -2.19820 5.08574 0.82734
33 O -3.47075 5.35165 0.30301
34 C -3.64211 4.68221 -0.89569
35 C -2.18732 4.38259 -1.26810
36 F -1.56853 5.38119 -1.93253
37 O -1.60058 4.27641 -0.00380
38 H -4.20178 3.76966 -0.68886
39 H -4.14617 5.21623 -1.70096
40 H -2.12371 3.50073 -1.90520
41 O 0.24189 -3.04528 0.68864
42 C 1.34382 -3.42203 1.09466
43 O 2.53613 -2.79722 0.93845
44 C 3.52813 -3.53740 1.64401
45 C 2.71397 -4.52421 2.50240
46 F 2.50548 -4.07442 3.74347
47 O 1.52395 -4.53928 1.82262
48 H 4.11397 -4.04706 0.87858
49 H 4.24548 -2.92134 2.18561
50 H 3.21180 -5.49323 2.52984
51 O -2.17511 1.17318 1.38855
52 C -1.10050 1.01217 0.84474
53 O -0.61064 1.64833 -0.20333
54 C 0.67777 1.21847 -0.56022
55 C 0.86103 -0.02270 0.36417
56 F 1.79081 0.26091 1.28157
57 O -0.34729 -0.09148 1.06565
58 H 0.84449 0.95975 -1.60560
59 H 1.42048 1.99327 -0.36906
60 H 1.16018 -0.89017 -0.22310
61 O 8.18315 2.18949 0.96644
62 C 6.98358 2.22998 1.35428
63 O 6.22429 1.18717 1.65156
64 C 4.88691 1.63768 1.64344
65 C 4.97952 3.05985 1.79287
66 F 4.68876 3.32287 3.04762
67 O 6.34250 3.35909 1.52277
68 H 4.43350 1.32781 0.70122
69 H 4.23098 1.20825 2.40030
70 H 4.31537 3.63283 1.14573
71 C -2.28946 -1.29476 -2.16264
72 N -1.47362 -2.53025 -2.52030
73 O -0.69224 -2.64911 -3.43315
74 O -1.74360 -3.51215 -1.86496
75 H -3.34285 -1.56983 -2.19653
76 H -2.03250 -0.51361 -2.87730
77 H -2.02151 -1.01571 -1.14409
78 C 1.64110 1.13035 -5.58646
79 N 0.81555 0.05857 -4.98980
80 O 0.63511 0.20831 -3.76517
81 O 0.36046 -0.81777 -5.65718
82 H 2.68532 0.83353 -5.48888
83 H 1.43487 2.11305 -5.16555
84 H 1.45425 1.02117 -6.65463


Tell me which of them is the least stable. Sure, it is version x.


Version w
C2H5ClS | the ωB97M-V functional and the def2-TZVPD basis

Properties
HOMO level: -9.088 eV

Positions of all 9 atoms, in Å:
1 C 0.07391 -1.34807 -0.95547
2 C 0.70984 1.45207 0.68582
3 S 0.01931 0.91047 2.11909
4 Cl 0.02749 2.82686 -0.09455
5 H 0.69378 -1.16089 -1.78356
6 H -0.97226 -1.25834 -1.22015
7 H 0.52912 -0.57155 -0.27908
8 H 0.14296 -2.33798 -0.47062
9 H -1.22414 1.48743 1.99851


Version x
C2H5ClS | the ωB97M-V functional and the def2-TZVPD basis

Properties
HOMO level (alpha / beta): -8.726 / -8.725 eV

Positions of all 9 atoms, in Å:
1 C 0.11734 -1.00328 -0.23000
2 C -1.28225 -0.99821 0.14354
3 S -1.96443 0.17619 1.08161
4 H 0.30219 -1.60645 -1.16028
5 H 0.40687 0.08355 -0.22739
6 H 0.76290 -1.57439 0.45438
7 H -1.85051 -1.91935 -0.18266
8 Cl 1.70849 3.00395 -0.46177
9 H 1.79941 3.83799 0.58257


Tell me which of them is the least stable. Sure, it is version w.


Version w
C2H5ClS | the ωB97M-V functional and the def2-TZVPD basis

Properties
HOMO level: -9.538 eV

Positions of all 9 atoms, in Å:
1 C 1.71907 0.18099 -0.22244
2 C -1.49835 -0.64706 -0.49652
3 S -1.95896 0.84890 0.14074
4 Cl -2.23142 -1.99458 0.31114
5 H 2.65711 -0.09394 -0.69980
6 H 0.94359 -0.54925 0.11982
7 H 1.14394 0.81131 -0.86158
8 H 2.14502 0.79121 0.56022
9 H -2.92001 0.65241 1.14840


Version x
C2H5ClS | the ωB97M-V functional and the def2-TZVPD basis

Properties
HOMO level: -9.640 eV

Positions of all 9 atoms, in Å:
1 C -1.55189 1.05673 -0.22978
2 C -1.96581 0.01172 0.45319
3 Cl -1.73456 -1.59616 -0.09238
4 H -1.42693 0.82191 -1.24494
5 H -1.48672 2.14708 0.07916
6 H -2.32206 0.02773 1.45783
7 S 2.58494 -1.27576 0.00427
8 H 3.64968 -1.29188 -0.95314
9 H 1.59656 -1.07592 -0.95349


Tell me which of them is the least stable. Sure, it is version w.


Version w
C4H34O14 | the ωB97M-V functional and the def2-TZVPD basis

Properties
HOMO level: -9.777 eV

Positions of all 52 atoms, in Å:
1 C -1.26331 1.32143 -0.48420
2 O -0.30565 2.21594 -1.07537
3 C -0.41921 0.37623 0.38683
4 C -0.38749 -0.99975 -0.22556
5 C 0.29248 -2.27094 0.29681
6 O 1.57013 -1.99313 0.80321
7 H -1.95476 1.96026 0.04636
8 H -1.88338 0.78220 -1.28279
9 H -0.20327 1.99215 -2.00882
10 H -0.63822 0.31325 1.43987
11 H 0.69847 0.81204 0.35842
12 H 0.07895 -0.96033 -1.23009
13 H -1.44452 -1.18452 -0.39077
14 H 0.50687 -2.94120 -0.54372
15 H -0.45523 -2.67520 1.01162
16 H 1.74220 -1.31160 1.57396
17 H -3.89827 -2.16018 -1.11252
18 H -3.07796 -1.01083 -1.80987
19 O -3.58304 -1.26795 -1.02805
20 H 0.56800 -2.85356 -3.25026
21 H 1.07926 -1.66752 -4.07698
22 O 0.32747 -2.26535 -3.97034
23 H -0.06524 0.72165 4.59686
24 H -0.86371 0.48368 3.31943
25 O -0.12283 1.01250 3.66328
26 H -2.66580 -0.41961 2.92053
27 H -1.62397 -1.36274 2.11851
28 O -1.80968 -0.93734 2.96974
29 H 2.60635 -2.22721 -0.54244
30 H 2.87778 -1.42644 -1.73853
31 O 2.89724 -2.35987 -1.49615
32 H 2.28405 0.43077 1.87343
33 H 1.07653 0.22618 2.84366
34 O 1.91779 -0.16674 2.52130
35 H -3.24393 0.14634 0.38026
36 H -4.47156 0.20420 1.07362
37 O -3.55225 0.40068 1.25385
38 H -0.06021 2.78190 2.49918
39 H -1.01429 2.14290 1.63219
40 O -0.48354 2.96590 1.65492
41 H 3.95214 2.10767 0.24574
42 H 4.27037 0.96341 0.90637
43 O 4.46827 1.32691 0.01107
44 H 1.12531 2.66003 0.26424
45 H 2.24172 3.74595 0.02136
46 O 1.96167 3.00488 0.58919
47 H 1.82922 0.56383 -1.53726
48 H 2.82470 0.83497 -2.58066
49 O 2.09249 0.23091 -2.42175
50 H -2.56427 -0.48349 -3.94839
51 H -1.19660 -1.14049 -3.34687
52 O -2.03726 -0.64278 -3.17444


Version x
C4H34O14 | the ωB97M-V functional and the def2-TZVPD basis

Properties
HOMO level: -10.160 eV

Positions of all 52 atoms, in Å:
1 O 1.34781 1.10081 -0.28894
2 C 1.28564 0.11631 0.67275
3 C 0.22096 -0.89896 0.20900
4 C -1.20194 -0.36510 0.22395
5 C -2.30331 -1.42562 0.15815
6 H 1.09821 0.71577 1.59795
7 H 0.61979 -1.44137 -0.64620
8 H 0.17004 -1.64530 1.01675
9 H -1.24286 0.32253 1.06194
10 H -1.45585 0.17577 -0.66799
11 H -2.44786 -1.83566 1.15541
12 H -2.00936 -2.26071 -0.47833
13 H -3.30577 -1.03082 -0.10434
14 H 0.52288 -3.90295 -0.67582
15 H 1.50173 -3.63080 0.48102
16 O 1.45244 -3.99484 -0.43271
17 H -0.51763 -1.52017 4.36393
18 H 0.51112 -0.46385 4.17195
19 O 0.43925 -1.40695 4.37982
20 H -0.50761 -0.46358 -5.16522
21 H -0.70897 0.84809 -4.40690
22 O -0.45651 -0.09241 -4.27666
23 H -3.17625 2.72077 0.93808
24 H -2.20441 1.64871 1.30897
25 O -2.79866 1.91430 0.57167
26 H 2.89195 -0.92274 0.12392
27 H 1.59543 -1.12774 -2.44317
28 O 2.62156 -0.37706 0.87407
29 H 1.26298 3.76610 1.47424
30 H 0.31262 3.10085 0.44037
31 O 0.33710 3.60404 1.26509
32 H -0.66050 2.52458 2.14694
33 H -1.70344 2.77498 3.30362
34 O -1.24829 2.09053 2.81012
35 H 1.84710 -3.17443 2.59116
36 H 2.15792 -1.74128 2.06491
37 O 1.99353 -2.65540 1.79274
38 H 2.91610 -0.12676 3.43719
39 H 2.50004 1.40605 3.40333
40 O 2.85114 0.69080 3.93568
41 H -0.73070 -2.35330 -2.80763
42 H -0.37790 -3.81885 -3.22770
43 O -0.50067 -3.23371 -2.47886
44 H -2.01659 1.69795 -1.48792
45 H -2.56920 3.14984 -1.88755
46 O -1.82260 2.53536 -1.93726
47 H -0.75043 2.74717 -3.21083
48 H 0.41470 2.90034 -4.12600
49 O -0.51416 2.60830 -4.16778
50 H 0.96017 0.06318 -3.22032
51 H 1.68159 0.87377 -1.18542
52 O 1.71768 -0.18657 -2.65117


Tell me which of them is the least stable. Sure, it is version w.